The following is a DFT calculation (the ωB97M-V functional and the def2-TZVPD basis) of a 2-piece molecular cluster, C3H8O overall at a distorted geometry.

CARTESIAN COORDINATES (ANGSTROEM)
O -0.72 0.32 -2.13
C -0.77 0.41 -0.92
C 0.20 -0.20 1.46
C -0.09 -0.50 0.00
H -1.43 1.12 -0.38
H 0.62 -1.19 -0.46
H 1.49 0.67 -1.14
H 1.24 0.11 1.67
H 0.03 -1.11 2.04
H -1.19 -0.91 -0.22
H -0.45 0.59 1.84
H 1.07 0.68 -1.76

Electronic energy (eV): -5285.4405
HOMO energy (eV): -9.79
SMILES: [H][H].CCC=O
Frontier orbital gap (eV): 10.7
Multiplicity: 1